[1]
Molecular formula: C4H8O2
Method: DFT, ωB97M-V/def2-TZVPD

Atoms and positions in Å:
1 O -0.309993 0.717559 0.538769
2 O 3.277047 0.409982 0.852125
3 C 0.934829 0.883136 0.873850
4 C -0.642486 -0.362484 -0.352992
5 C 2.115194 0.090479 0.468769
6 C -2.139712 -0.363547 -0.543193
7 H -2.649322 -0.553785 0.405251
8 H 1.082935 1.794959 1.457317
9 H -0.099407 -0.171911 -1.290295
10 H 1.795481 -0.986351 0.368411
11 H -2.481029 0.595265 -0.943447
12 H -2.413486 -1.152300 -1.249839
13 H -0.271204 -1.301260 0.069543
14 H 1.801158 0.400255 -0.654270

Cartesian forces (eV/Å) of the 6 atoms listed first:
0.3 0.1 0.1
0.2 0.0 0.1
0.0 -0.1 -0.1
0.0 -0.2 -0.1
-0.8 -0.1 -0.1
0.0 0.0 0.0

Properties
HOMO level, eV: -8.059
Energy relative to the best compared isomer or geometry (same formula, charge and spin), kJ/mol: 419.13
Frontier orbital gap, eV: 7.933

=====

[2]
Molecular formula: C8H16N4O2S
Method: DFT, ωB97M-V/def2-TZVPD

Atoms and positions in Å:
1 S 1.395272 -1.283550 -0.528809
2 O 0.811777 -2.617910 -0.528962
3 O 2.263368 -0.986692 -1.739534
4 N -0.777059 0.298831 0.470707
5 N -3.490907 -1.715696 -0.500138
6 N -3.199992 -2.077700 0.784618
7 N -1.596963 -0.699803 0.163638
8 C -2.129722 -1.469831 1.154099
9 C -0.628179 1.234760 -1.825873
10 C 0.754021 2.338184 0.028975
11 C -2.479475 -0.957460 -0.880003
12 C 3.140728 -2.428116 1.264177
13 C -1.675275 2.494987 0.044904
14 C -0.554749 1.531509 -0.344602
15 C 2.240532 -1.258029 1.070743
16 H -1.657568 1.475408 -2.190125
17 H -1.636815 3.239816 -0.723231
18 H 1.647851 1.834286 -0.265295
19 H -0.238631 0.236243 -2.097044
20 H 2.674504 -3.226952 0.897938
21 H 2.891795 -0.397538 1.128183
22 H 0.613840 3.341015 -0.407501
23 H -0.053306 1.909374 -2.462279
24 H -2.739563 2.140303 0.124682
25 H -1.662137 -1.488790 2.051895
26 H 4.132896 -2.321820 0.743939
27 H 3.264855 -2.650646 2.337373
28 H -1.278814 2.793525 1.084810
29 H -2.467892 -0.596428 -1.914668
30 H 1.450435 -1.189317 1.935253
31 H 0.985161 2.498051 1.122122

Cartesian forces (eV/Å) of the 6 atoms listed first:
1.4 -0.5 -2.4
-0.7 0.2 0.1
-1.4 0.0 2.9
2.3 0.5 0.8
2.2 0.6 -0.6
-0.4 -0.4 1.2

Properties
HOMO level (alpha / beta), eV: -9.076 / -9.627
Energy relative to the best compared isomer or geometry (same formula, charge and spin), kJ/mol: 327.42
Frontier orbital gap (alpha / beta), eV: 6.950 / 8.508

=====

[3]
Molecular formula: C44H60BrN14O
Method: DFT, ωB97M-V/def2-TZVPD

Atoms and positions in Å:
1 Br -3.208816 -2.484035 -1.613711
2 O 0.912719 0.684648 -3.891754
3 N -3.331461 -0.677967 -1.213733
4 N -3.150547 -6.448829 0.455819
5 N 3.168417 -4.028610 3.659487
6 N -4.229137 7.711440 -5.544500
7 N -3.700937 1.121771 -4.100139
8 N -0.812048 -4.364735 1.281942
9 N -3.552247 1.508630 -1.991483
10 N -2.409827 7.859702 -1.302644
11 N -3.553224 -0.079419 -3.516487
12 N 6.908310 2.898026 -1.657764
13 N -4.157346 -8.971565 4.456123
14 N 0.888598 2.946572 -3.430821
15 N 2.881660 -0.462893 3.227254
16 N 6.249416 -1.983732 2.023178
17 C 4.444923 -4.270668 3.231502
18 C -0.696111 -3.973023 -0.028235
19 C -3.862163 9.712205 -4.665411
20 C 0.542310 -4.357641 -0.475418
21 C -5.267461 -9.700274 4.788062
22 C 1.201331 -4.998760 0.603003
23 C 7.074269 -1.254300 0.100065
24 C -4.853130 -7.644309 1.218472
25 C -3.464447 0.185850 -2.210240
26 C -5.068551 7.825756 -4.466539
27 C 6.740801 -2.380830 0.810423
28 C 6.039208 2.959803 -0.601184
29 C -3.501453 -10.484145 5.935537
30 C 7.553511 4.098044 -1.789578
31 C -3.697302 2.080055 -3.193394
32 C -3.856346 3.564257 -3.354738
33 C 0.343203 -4.984534 1.672326
34 C -2.960897 7.129386 0.714764
35 C 7.086218 4.937038 -0.812847
36 C 0.999047 0.655522 2.897639
37 C -5.357060 -6.641922 0.351070
38 C -2.574635 4.252220 -3.876816
39 C 2.803657 1.340993 -2.680831
40 C 2.718314 0.353102 4.311901
41 C 6.764963 -0.133645 0.915527
42 C 3.191082 -3.636353 4.970354
43 C -3.318041 7.109416 -0.608230
44 C -4.892980 -10.644927 5.706506
45 C -4.284433 -5.918546 -0.100610
46 C -4.866203 9.058173 -3.903192
47 C 6.256336 -0.620089 2.092037
48 C 5.295383 -4.018276 4.279702
49 C -1.471291 8.354741 -0.439784
50 C -1.787559 7.921281 0.821674
51 C -3.489382 -7.497557 1.264252
52 C 1.556366 1.059155 4.138991
53 C -1.339689 4.062562 -2.960456
54 C 1.478798 1.611446 -3.396082
55 C 4.495716 -3.617213 5.383295
56 C 6.125017 4.214103 -0.057825
57 C 1.842293 -0.282267 2.358199
58 C -3.075870 -9.447330 5.148213
59 C -0.575196 2.738697 -3.300108
60 C -3.488060 8.856683 -5.668589
61 H 1.152021 1.784775 4.825663
62 H 5.926047 -2.599835 2.759778
63 H 8.285752 4.250198 -2.564827
64 H -2.762574 8.963286 -6.457772
65 H -1.017710 2.360344 -4.242202
66 H 3.134077 0.340895 -2.992447
67 H 6.898193 0.907508 0.667339
68 H -1.238227 8.146536 1.720959
69 H -4.139045 -8.206415 3.804401
70 H -2.100569 -9.007064 5.021621
71 H -0.663301 8.971639 -0.796014
72 H -3.482290 6.631879 1.516442
73 H 4.638009 -4.595702 2.221981
74 H -2.432939 8.021117 -2.295421
75 H -6.224892 -9.483215 4.344058
76 H -1.498151 -3.452529 -0.530515
77 H -4.232346 -5.076109 -0.770686
78 H 0.085099 1.013445 2.450988
79 H -2.322550 3.994468 -4.921620
80 H -3.520499 -0.990664 -3.957641
81 H 2.193739 -5.420313 0.596796
82 H 1.088178 3.344955 -4.348667
83 H 2.571166 1.286405 -1.602088
84 H 3.648989 -1.098405 3.088412
85 H 0.454052 -5.361663 2.676636
86 H -3.293189 -0.371022 -0.249505
87 H -5.425449 -8.388896 1.748410
88 H 2.278754 -3.402541 5.493312
89 H 5.898840 -0.112078 2.973146
90 H -5.379740 9.447173 -3.038994
91 H -2.733070 -8.048829 1.799573
92 H 3.555939 2.106509 -2.913847
93 H -4.668448 3.743912 -4.085277
94 H -3.817431 1.237139 -5.099691
95 H -2.883530 -11.064217 6.601245
96 H -3.460435 10.697778 -4.496243
97 H -5.735766 7.023449 -4.196512
98 H -0.639743 4.883127 -3.207945
99 H 0.933206 -4.193521 -1.466525
100 H 1.792061 -0.835708 1.434316
101 H -1.550482 4.179188 -1.886205
102 H 6.370321 -4.111617 4.260655
103 H -6.388449 -6.470809 0.089317
104 H 7.491729 -1.236991 -0.893838
105 H 7.399793 5.956020 -0.655548
106 H 5.561968 4.573780 0.787951
107 H 4.840760 -3.345351 6.367320
108 H 2.340346 -4.124651 3.097251
109 H -4.180960 4.001430 -2.401549
110 H -0.725924 2.017428 -2.486172
111 H -4.138837 6.628367 -1.115260
112 H -1.617383 -4.216333 1.865784
113 H -5.544444 -11.371707 6.163424
114 H -4.167295 6.913273 -6.149851
115 H 6.813250 -3.426091 0.557812
116 H -2.789842 5.337725 -3.908082
117 H 7.051209 2.096084 -2.244559
118 H 3.440230 0.360547 5.111581
119 H -2.213229 -6.118983 0.294592
120 H 5.436965 2.107992 -0.329425

Cartesian forces (eV/Å) of the 6 atoms listed first:
-0.7 0.9 -0.1
-1.0 -0.9 -0.4
0.1 -1.2 -0.3
0.0 0.1 0.0
0.1 0.0 0.1
0.1 0.0 0.1

Properties
HOMO level, eV: -9.458
Frontier orbital gap, eV: 5.594
Total charge: +1

=====

[4]
Molecular formula: C9H9OP
Method: DFT, ωB97M-V/def2-TZVPD

Atoms and positions in Å:
1 P 4.267284 0.171878 -0.106269
2 O 1.738548 -0.896168 -0.141766
3 C 3.395971 1.569427 0.224424
4 C 0.492465 -1.459342 -0.073460
5 C -0.713763 0.754940 -0.196698
6 C -3.109246 -0.584338 0.016305
7 C -1.869752 1.471149 -0.156477
8 C 3.063015 -1.143012 0.006594
9 C -1.945100 -1.373022 0.074748
10 C -3.097283 0.808876 -0.171287
11 C -0.728892 -0.657614 -0.109490
12 H 3.709761 2.611714 0.127866
13 H 0.325806 1.055465 -0.198532
14 H -4.129558 -1.119747 0.211180
15 H -1.744620 2.498821 -0.079323
16 H 2.264953 1.750213 0.334107
17 H 0.555896 -2.481405 -0.067433
18 H 3.296308 -2.115729 0.134590
19 H -1.876399 -2.343437 0.337563
20 H -3.895399 1.481331 -0.166645

Cartesian forces (eV/Å) of the 6 atoms listed first:
-0.6 0.1 0.5
-1.0 1.6 0.2
-2.5 1.1 -0.4
1.8 2.6 -0.2
1.4 -2.3 0.3
-2.1 -1.5 0.4

Properties
HOMO level (alpha / beta), eV: -7.197 / -7.677
Energy relative to the best compared isomer or geometry (same formula, charge and spin), kJ/mol: 368.15
Frontier orbital gap (alpha / beta), eV: 6.559 / 7.187

=====

[5]
Molecular formula: C4H11NO2S
Method: DFT, ωB97M-V/def2-TZVPD

Atoms and positions in Å:
1 S -0.850907 0.670469 -3.213109
2 O 2.969662 1.821040 -0.836074
3 O 1.321425 -1.677033 0.126562
4 N -0.092771 -1.071822 1.805316
5 C 0.493925 -0.846281 0.473811
6 C -0.569509 -0.562509 -1.803510
7 C -1.299573 -0.343672 2.203068
8 C -0.100048 0.189848 -0.559050
9 H -0.847129 1.007579 -0.416777
10 H 0.810708 0.816572 -0.796759
11 H -1.333090 0.694472 1.895044
12 H -1.271561 -0.334439 3.442768
13 H -2.185786 -0.852271 2.123488
14 H -1.540801 1.703545 -2.647659
15 H -0.074012 -1.453105 -2.235645
16 H 2.818903 0.892950 -0.786431
17 H -1.514733 -0.976600 -1.478432
18 H 0.334525 -1.692521 2.541587
19 H 2.930770 2.013779 0.161801

Cartesian forces (eV/Å) of the 6 atoms listed first:
0.2 -0.7 0.3
0.0 1.4 2.7
-0.1 1.7 -0.3
0.2 1.4 -1.8
-1.6 -2.7 2.6
-1.3 0.7 -0.4

Properties
SMILES: CNC(=O)CCS.O
HOMO level, eV: -9.226
Energy relative to the best compared isomer or geometry (same formula, charge and spin), kJ/mol: 209.22
Frontier orbital gap, eV: 9.824

=====

[6]
Molecular formula: C9H4Cl2N2O3RhTm
Method: DFT, ωB97M-V/def2-TZVPD

Atoms and positions in Å:
1 Tm -0.208588 -1.192199 -3.439981
2 Rh -0.202730 -0.614698 -0.710034
3 Cl 0.407623 -3.046712 -1.991947
4 Cl -0.900311 0.982297 -2.284627
5 O -0.950126 -2.682530 1.291393
6 O -0.629507 -0.334578 -7.201390
7 O 0.181591 -3.102756 -6.623076
8 N 2.300292 0.397803 5.468693
9 N -0.043758 0.378370 1.220321
10 C -0.628420 2.428416 2.224072
11 C 0.200148 2.070225 3.290185
12 C 0.025416 -2.482994 -5.667366
13 C 0.935516 0.884941 3.278324
14 C 0.730848 -0.013194 2.226337
15 C 1.738981 0.596322 4.461839
16 C -0.748268 1.482648 1.193079
17 C -0.549395 -1.947646 0.480973
18 C -0.584441 -0.508852 -6.058071
19 H -1.370056 1.608480 0.310997
20 H 1.221118 -0.986547 2.207796
21 H 0.225186 2.733446 4.183497
22 H -1.151115 3.349761 2.138978

Cartesian forces (eV/Å) of the 6 atoms listed first:
-0.2 -0.6 -3.7
0.9 3.9 -1.4
0.0 0.6 -0.1
0.3 -0.4 -0.3
2.0 3.4 -3.8
0.1 -0.7 5.1

Properties
Spin multiplicity: 7
HOMO level (alpha / beta), eV: -23.985 / -24.842
Energy relative to the best compared isomer or geometry (same formula, charge and spin), kJ/mol: 267.20
Frontier orbital gap (alpha / beta), eV: 8.616 / 6.024
Total charge: +4

=====

no.,energy (eV)
1,-8368.9378
2,-29440.1386
3,-139542.6507
4,-20809.7664
5,-20745.1350
6,-76049.8876